No. 1
DFT (wB97M-V/def2-TZVPD) results for a structure of composition C37H51ClN3O5SbSi3Tc.

Structure (XYZ):
```
102
Properties=species:S:1:pos:R:3
Tc 0.38685 1.64188 -1.94258
O 6.19998 1.66121 -0.56329
C 5.71211 2.14092 0.57615
O 6.40500 2.70839 1.37660
C 4.24783 1.93963 0.81400
C 3.58083 2.27036 1.98321
Cl 4.14378 3.07258 3.36509
N 2.27844 1.89473 1.84739
N 2.05006 1.38509 0.63415
C 3.21463 1.39314 0.01597
C 3.25617 0.87679 -1.36814
O 4.29511 0.62682 -1.94773
O 2.07966 0.67401 -1.91619
C 1.22411 1.88927 2.82443
C -0.06004 2.18743 2.41179
C -1.09298 2.17132 3.33535
C -0.84170 1.84726 4.65983
C 0.44827 1.51380 5.05426
C 1.48608 1.52361 4.13654
H 5.49623 1.22995 -1.10206
H -0.25354 2.38494 1.36863
H -2.09944 2.39995 3.00979
H -1.64962 1.83485 5.37965
H 0.65059 1.23356 6.07945
H 2.48098 1.23278 4.44106
C -0.43343 3.98810 -0.40504
O -0.56200 2.58624 -0.64211
H -0.49716 4.55590 -1.33264
H 0.52094 4.20332 0.08073
H -1.24418 4.29623 0.25644
C -2.92208 -1.56687 4.36957
Si -1.39180 -2.39946 3.67951
C -1.78631 -4.21852 3.49232
C -0.05729 -2.20056 4.98120
Sb -0.55602 -1.18551 1.57862
Si 1.62336 -2.54579 1.35146
C 2.54438 -2.58803 -0.27642
C 1.48755 -4.32374 1.92242
C 2.69649 -1.64888 2.59743
Si -2.78705 -1.35442 0.31910
C -2.96559 -1.00940 -1.50686
C -3.67707 -2.96946 0.62780
C -3.58715 0.10417 1.18031
H -3.19512 -2.06160 5.30606
H -3.77913 -1.62634 3.69837
H -2.73498 -0.51248 4.58617
H -2.10505 -4.61615 4.46068
H -0.92644 -4.79402 3.15838
H -2.59212 -4.38354 2.77824
H -0.40285 -2.61434 5.93311
H 0.17308 -1.14195 5.13040
H 0.87063 -2.70788 4.71283
H 2.29977 -3.48475 -0.84539
H 3.61248 -2.61538 -0.04032
H 2.36911 -1.73415 -0.92863
H 0.75500 -4.89224 1.34611
H 1.21783 -4.39046 2.97627
H 2.46297 -4.80436 1.79508
H 3.22305 -0.81113 2.13705
H 3.44744 -2.34485 2.98429
H 2.11850 -1.26681 3.43948
H -2.69564 -1.86990 -2.12354
H -2.37807 -0.15498 -1.85491
H -4.02254 -0.77956 -1.66917
H -3.04009 -3.80390 0.32688
H -4.58863 -3.00593 0.02353
H -3.95670 -3.11202 1.67075
H -3.07601 1.01441 0.85365
H -3.52231 0.05807 2.26550
H -4.64140 0.18339 0.89720
C -2.56145 3.45300 -2.76295
C -1.26141 3.78542 -3.42858
C -1.01251 4.73666 -4.37656
C 0.36373 4.64562 -4.74930
C 0.91832 3.63397 -4.02335
C 2.31826 3.10606 -4.03462
N -0.07103 3.10910 -3.19306
H -3.35379 3.37802 -3.50789
H -2.85316 4.22376 -2.04647
H -2.51880 2.50797 -2.22618
H -1.74765 5.41559 -4.78070
H 0.87808 5.24805 -5.48121
H 2.82049 3.42919 -4.94476
H 2.35008 2.01459 -4.02195
H 2.90991 3.46947 -3.18859
C -0.63014 -3.89323 -2.65110
C -0.13736 -3.02411 -1.65704
C 0.01048 -1.69093 -1.91341
C -0.35642 -1.12536 -3.15521
C -0.32525 0.28549 -3.40943
C -0.78302 0.73637 -4.63094
C -1.23394 -0.15321 -5.63405
C -1.27100 -1.49103 -5.40154
C -0.85300 -2.00510 -4.15009
C -0.96675 -3.38893 -3.87403
H -0.73627 -4.94974 -2.44234
H 0.11819 -3.41607 -0.68060
H 0.40364 -1.04253 -1.13839
H -0.80848 1.78193 -4.87170
H -1.56089 0.25311 -6.58272
H -1.63741 -2.17958 -6.15376
H -1.34915 -4.03831 -4.65278
```

LUMO energy (spin up / spin down) ... -1.042 / -1.524 eV
Multiplicity ... 4

No. 2
DFT (wB97M-V/def2-TZVPD) results for a structure of composition C37H51F10InN6OS3Sb.

Structure (XYZ):
```
110
Properties=species:S:1:pos:R:3
In -0.65492 0.07233 0.76922
C 1.49763 -1.61435 2.66274
N 0.36723 -0.68248 2.75544
C 0.75545 0.58408 3.40693
C -0.39984 1.56673 3.37483
N -0.79885 1.77130 1.97133
C -1.78121 2.71409 1.70816
C -1.85206 3.28089 0.42673
F -0.96755 2.88374 -0.51601
C -2.75214 4.25500 0.04356
F -2.73162 4.71150 -1.20622
C -3.66279 4.74507 0.95750
F -4.54448 5.67403 0.61423
C -3.63874 4.23417 2.24452
F -4.51096 4.68016 3.14099
C -2.73156 3.25207 2.60751
F -2.84319 2.82892 3.87392
C -0.79259 -1.33702 3.41703
C -1.48536 -2.27974 2.44625
N -1.95910 -1.52287 1.28370
C -3.31568 -1.61229 1.01209
C -4.29345 -1.36483 1.99019
F -3.89353 -0.95579 3.20863
C -5.65401 -1.44127 1.74959
F -6.52486 -1.16448 2.71984
C -6.10730 -1.74824 0.48104
F -7.41313 -1.79168 0.21850
C -5.18170 -1.99365 -0.51920
F -5.60568 -2.29125 -1.75058
C -3.82775 -1.94464 -0.24695
F -2.98371 -2.22351 -1.25537
H 1.72540 -2.04067 3.64528
H 1.28310 -2.40506 1.94922
H 2.37366 -1.08491 2.29380
H 1.11503 0.42824 4.42977
H 1.57904 1.00837 2.82662
H -1.20793 1.22471 4.01007
H -0.06475 2.51864 3.79702
H -0.44968 -1.80248 4.34684
H -1.53909 -0.58975 3.65601
H -0.78022 -3.05965 2.12634
H -2.29992 -2.80599 2.94110
C 0.80032 -5.46726 0.77960
C 0.23101 -5.03192 -0.57830
S 0.15723 -3.25518 -0.96198
C 1.62260 -3.08652 -2.01512
C 2.95628 -3.58922 -1.48472
S 3.40537 -2.89624 0.12371
C 4.35824 -4.24844 0.85413
C 3.53351 -5.24016 1.66213
S 2.41766 -6.30016 0.70565
H 0.12221 -6.19935 1.21800
H 0.86202 -4.63039 1.47344
H -0.80909 -5.35497 -0.64715
H 0.75565 -5.54030 -1.38870
H 1.66147 -2.02107 -2.25998
H 1.43464 -3.61573 -2.95323
H 3.72851 -3.33708 -2.21461
H 2.93208 -4.67254 -1.38350
H 5.08992 -3.77027 1.50908
H 4.92435 -4.75464 0.07150
H 2.95525 -4.72887 2.43321
H 4.20671 -5.92779 2.17836
C -1.23056 -0.90030 -3.97458
N -2.10427 -0.15012 -3.07191
C -3.32587 0.30679 -3.44692
C -4.15311 0.93280 -2.58200
C -3.70549 1.05697 -1.23373
N -2.49669 0.62950 -0.88996
C -1.69204 0.03681 -1.78173
O -0.56473 -0.35383 -1.39693
N -4.49832 1.57218 -0.29341
H -1.68417 -0.91927 -4.96140
H -1.10819 -1.91529 -3.59768
H -0.25761 -0.41898 -4.02766
H -3.59638 0.12936 -4.47834
H -5.12592 1.28040 -2.89261
H -5.44213 1.84085 -0.50897
H -4.20428 1.56638 0.67076
C 1.42308 4.58704 0.45521
C 2.56164 3.74783 -0.12753
C 3.29357 4.49392 -1.23531
Sb 1.85538 1.76528 -0.63496
C 3.69944 0.65719 -0.31467
C 4.93788 0.99037 -1.13882
C 4.04081 0.74050 1.17288
C 1.61183 1.74813 -2.81148
C 0.44057 2.66069 -3.18468
C 2.79843 2.02292 -3.72788
H 1.80776 5.53646 0.83702
H 0.91850 4.07057 1.27531
H 0.67228 4.81959 -0.30272
H 3.27144 3.54057 0.67930
H 2.61706 4.76150 -2.04942
H 4.11278 3.91620 -1.65935
H 3.70868 5.42594 -0.84153
H 3.40503 -0.37539 -0.51709
H 5.19779 2.04897 -1.07536
H 4.82655 0.73514 -2.18674
H 5.79445 0.42659 -0.75745
H 4.38667 1.73777 1.45504
H 4.83871 0.03379 1.41526
H 3.18363 0.49421 1.80318
H 1.28949 0.71460 -2.96407
H 0.66258 3.70958 -2.97658
H -0.47335 2.41215 -2.64168
H 0.23106 2.58965 -4.25682
H 3.21995 3.01586 -3.58111
H 2.46570 1.96869 -4.76927
H 3.59727 1.30010 -3.60529
```

Net charge ... +1
LUMO energy ... -2.505 eV
ΔE to the lowest compared entry with this formula, charge and spin ... 0.0 kJ/mol

No. 3
DFT (wB97M-V/def2-TZVPD) results for a structure of composition C37H51N7O6PbS.

Structure (XYZ):
```
103
Properties=species:S:1:pos:R:3
Pb -2.69169 -0.06357 0.27071
C 3.85147 -2.31717 -4.09809
C 2.49899 -1.59451 -4.20525
C 1.60098 -2.32715 -5.21740
C 2.74040 -0.17191 -4.70408
C 1.80823 -1.61200 -2.85407
C 1.49038 -0.50482 -2.16642
C 0.86509 -0.60191 -0.85056
N 0.89914 0.42956 -0.10700
C 0.63585 0.68812 1.25944
C 1.99387 0.91966 1.88132
C 2.12689 2.11359 2.41528
C 0.18765 2.56845 3.81407
C -0.75995 1.65812 3.84690
C -1.07284 1.18044 2.43915
O -2.34744 1.13195 2.12987
C -1.47870 1.18454 5.08767
C -2.89490 1.77929 5.12138
C -0.71701 1.62650 6.33848
C -1.55028 -0.34727 5.03748
C 3.27853 2.96361 2.84754
C 4.52031 2.06338 2.82040
C 3.43402 4.09540 1.81568
C 3.11809 3.56870 4.24737
C 0.20691 -1.94015 -0.54240
O -0.84504 -1.95896 0.07925
C 0.80050 -3.14325 -1.14711
C 1.51636 -2.93008 -2.26448
C 0.46852 -4.52006 -0.58416
C 1.35669 -5.59209 -1.21786
C -0.99914 -4.86828 -0.88630
C 0.70834 -4.52313 0.93289
H 4.35043 -2.29430 -5.06729
H 4.50213 -1.82677 -3.37237
H 3.74784 -3.36393 -3.81158
H 2.09568 -2.36275 -6.18827
H 1.39263 -3.35559 -4.91860
H 0.65075 -1.80226 -5.34482
H 3.22741 -0.20919 -5.67822
H 1.80516 0.37952 -4.82389
H 3.39334 0.38833 -4.03283
H 1.76629 0.48901 -2.48946
H 2.80572 0.21945 1.76334
H 0.69661 3.16518 4.54648
H -2.85831 2.86946 5.15744
H -3.47683 1.47804 4.25421
H -3.40001 1.43002 6.02268
H -0.68561 2.71467 6.42970
H -1.22462 1.24538 7.22415
H 0.30407 1.23924 6.34625
H -2.11314 -0.68852 4.16812
H -0.55471 -0.79274 5.00378
H -2.05556 -0.71084 5.93240
H 4.70615 1.66704 1.82146
H 5.38760 2.65576 3.10805
H 4.43170 1.23368 3.52349
H 3.54422 3.70019 0.80476
H 2.58803 4.78098 1.84671
H 4.32899 4.66993 2.05552
H 2.91601 2.80937 5.00440
H 4.05137 4.06279 4.51511
H 2.34201 4.33616 4.27229
H 1.90093 -3.78894 -2.79643
H 1.15119 -5.72355 -2.28198
H 2.41707 -5.36649 -1.09046
H 1.16030 -6.54815 -0.73305
H -1.18216 -4.85401 -1.96478
H -1.21499 -5.87683 -0.53111
H -1.68869 -4.18466 -0.39225
H 1.75247 -4.29823 1.16013
H 0.07336 -3.80474 1.45053
H 0.48800 -5.51216 1.33531
C -2.28645 2.61980 -2.81450
C -1.62519 2.92393 -1.52059
N -1.38982 2.07684 -0.52634
C -0.66644 2.78214 0.42023
C -0.50869 4.07245 0.01191
N -1.10403 4.12497 -1.22695
C 0.12466 5.31511 0.53007
O 0.06050 5.52813 1.85530
O 0.65230 6.08710 -0.21214
C -0.11317 2.00318 1.53783
O 0.76269 2.77028 2.45089
O -0.31747 -0.06004 2.03862
H -3.07511 1.88597 -2.66531
H -1.55148 2.22976 -3.52120
H -2.72780 3.51665 -3.24637
H -1.11653 4.95168 -1.80804
H -0.60552 4.96068 2.26467
C -4.13562 -3.22153 -4.60416
C -4.84577 -2.16387 -3.84928
N -6.09558 -1.86251 -3.94718
N -6.27864 -0.84629 -3.05747
C -5.17648 -0.49169 -2.39941
S -5.05796 0.74798 -1.25462
N -4.23641 -1.34442 -2.90591
N -2.90176 -1.36653 -2.50664
H -4.84626 -3.71113 -5.26438
H -3.71348 -3.96948 -3.93088
H -3.32915 -2.80240 -5.20798
H -7.19144 -0.43450 -2.93942
H -2.30777 -1.14989 -3.30126
H -2.66921 -2.29691 -2.16811
```

Net charge ... +2
LUMO energy ... -6.319 eV
ΔE to the lowest compared entry with this formula, charge and spin ... 306.1 kJ/mol

No. 4
DFT (wB97M-V/def2-TZVPD) results for a structure of composition C37H52AsN9SY.

Structure (XYZ):
```
101
Properties=species:S:1:pos:R:3
Y -0.90279 1.08859 1.53586
N -1.58621 1.32553 4.04385
C -2.70876 0.60301 4.64609
C -3.89663 0.66246 3.69918
N -3.60536 0.24343 2.31692
C -3.68508 -1.21666 2.16110
C -2.45661 -1.95636 2.64421
N -1.24805 -1.38229 2.02757
C -4.59001 0.86631 1.40939
C -4.14583 0.80467 -0.03879
N -2.87156 1.52382 -0.15800
H -0.78820 1.35354 4.67084
H -1.86168 2.29640 3.89315
H -3.02187 1.04177 5.59838
H -2.39572 -0.41379 4.86542
H -4.21734 1.70542 3.65579
H -4.73399 0.08637 4.11464
H -3.79416 -1.43858 1.09927
H -4.58100 -1.61430 2.65753
H -2.56943 -3.01625 2.40105
H -2.35232 -1.89992 3.72320
H -1.13445 -1.75037 1.07538
H -0.44098 -1.73095 2.53201
H -4.68430 1.91617 1.69380
H -5.57941 0.40382 1.52569
H -4.92616 1.22959 -0.67578
H -4.00831 -0.22294 -0.36590
H -3.07674 2.51740 -0.07779
H -2.46539 1.42367 -1.08655
N -1.27755 5.80093 3.05917
C -0.94012 4.54020 2.73130
S -2.03929 3.64862 1.74093
N 0.19942 4.10582 3.22102
N 0.52217 2.82917 2.88004
C 1.62601 2.43157 3.39625
C 2.12323 1.08559 3.15835
C 3.38301 0.72616 3.62458
C 3.87106 -0.53971 3.35573
C 3.08701 -1.40476 2.61303
C 1.84426 -0.96699 2.19219
N 1.33700 0.23860 2.46666
H -2.07537 6.22761 2.62495
H -0.60034 6.37344 3.53531
H 2.20884 3.11019 4.01324
H 3.96978 1.44598 4.17867
H 4.85155 -0.83785 3.70224
H 3.42584 -2.39047 2.32798
H 1.24884 -1.62110 1.56916
C 6.35009 -2.84207 0.02983
C 4.93116 -2.43072 -0.24909
C 3.93155 -3.37405 -0.43604
C 2.61930 -3.00546 -0.72046
C 1.60757 -4.10268 -0.95157
C 2.28456 -1.64398 -0.82731
As 0.33938 -1.33399 -1.02150
N -0.02491 0.37842 -0.45070
C -0.03031 1.55752 -1.20083
C -0.57238 1.70136 -2.49469
C -0.63080 2.94212 -3.10590
C -0.18553 4.09181 -2.46010
C 0.33752 3.97899 -1.18573
C 0.42760 2.73139 -0.57943
C -0.06754 -1.43038 -2.94791
C 0.78865 -1.27186 -4.04711
C 2.26532 -0.99285 -3.96078
C 0.25139 -1.34026 -5.33461
C -1.09064 -1.56919 -5.57792
C -1.63925 -1.61776 -6.97555
C -1.92210 -1.75641 -4.47949
C -1.43247 -1.70050 -3.18545
C -2.41526 -1.88709 -2.05551
C 3.28887 -0.68129 -0.65341
C 3.03160 0.79538 -0.75233
C 4.58587 -1.09055 -0.36575
H 6.40546 -3.87763 0.36330
H 6.80408 -2.20936 0.79341
H 6.96140 -2.75050 -0.86998
H 4.17903 -4.42888 -0.37664
H 2.09899 -5.07446 -0.95886
H 1.09022 -3.98583 -1.90647
H 0.83946 -4.11552 -0.17413
H -0.94868 0.83640 -3.02117
H -1.04267 3.01456 -4.10519
H -0.24327 5.05347 -2.95125
H 0.69300 4.85362 -0.65573
H 0.91731 2.67379 0.39126
H 2.76938 -1.61479 -3.22906
H 2.45011 0.05031 -3.69742
H 2.73084 -1.16970 -4.92943
H 0.91962 -1.20752 -6.17828
H -0.84130 -1.57940 -7.71516
H -2.30873 -0.77513 -7.15801
H -2.21336 -2.53043 -7.13959
H -2.97705 -1.95539 -4.63675
H -3.42992 -1.96953 -2.44462
H -2.37591 -1.03445 -1.37315
H -2.19755 -2.78140 -1.46764
H 2.27993 1.03587 -1.49844
H 3.94937 1.32441 -1.00955
H 2.67007 1.19279 0.19903
H 5.35394 -0.33373 -0.23947
```

Net charge ... +1
LUMO energy ... -2.866 eV
ΔE to the lowest compared entry with this formula, charge and spin ... 0.0 kJ/mol